[1]
The following is a quantum chemistry calculation of an isolated molecule of C5H4 in a non-equilibrium geometry, from OMol25.

Geometry as XYZ:
```
9
Properties=species:S:1:pos:R:3:forces:R:3
C -2.016771 -0.286703 0.112543 -5.21 3.22 1.73
C -0.816559 -0.530725 -0.146790 4.73 0.56 -0.81
C 0.364612 0.115863 0.035259 0.45 -2.16 -0.45
C 1.558208 0.565446 -0.644802 -1.34 -2.06 5.89
C 1.705333 -0.083219 0.561460 1.10 -0.94 -2.61
H -2.144964 0.667473 0.732950 -0.36 -1.28 -0.72
H -2.987249 -0.630902 -0.263112 0.74 -0.77 0.16
H 1.928569 1.060626 -1.437162 1.32 1.31 -2.60
H 2.408819 -0.877863 1.049652 -1.43 2.13 -0.59
```
Positions in Å, forces in eV/Å.

The value obtained for the HOMO energy (alpha / beta) is -7.84 / -7.84 eV. For the energy above the lowest of the compared OMol25 structures with the same formula, charge and spin, the calculation gives 251.4 kJ/mol. As for the molar mass: 64.09 g/mol. As for the SMILES: C=C=C1C=C1. The multiplicity is 1. The value obtained for the largest force on an atom is 0.124 hartree/bohr.

=====

[2]
The following is a quantum chemistry calculation of a structure of composition C5H4 in a non-equilibrium geometry, from OMol25.

Geometry as XYZ:
```
9
Properties=species:S:1:pos:R:3:forces:R:3
C 2.151096 -0.619860 0.410278 -0.04 -0.01 -1.10
C 1.216677 -0.042351 -0.139660 0.60 -1.54 -0.70
C 0.007908 0.680371 -0.305091 0.67 0.97 1.11
C -1.277935 0.007799 -0.052925 -0.15 0.29 0.70
C -2.365547 -0.487804 0.132076 0.75 0.38 -0.02
H 2.847080 -1.361777 0.096430 0.40 -0.29 0.45
H 0.843519 1.194416 0.477781 -3.02 0.45 0.35
H -0.089089 1.532821 -0.966651 0.36 -0.36 -0.61
H -3.333708 -0.903616 0.347765 0.44 0.11 -0.19
```
Positions in Å, forces in eV/Å.

The value obtained for the HOMO energy is -8.95 eV. For the energy above the lowest of the compared OMol25 structures with the same formula, charge and spin, the calculation gives 270.2 kJ/mol. As for the molar mass: 64.09 g/mol. The multiplicity is 1. The value obtained for the largest force on an atom is 0.060 hartree/bohr.

=====

[3]
The following is a quantum chemistry calculation of an isolated molecule of C5H4 in a non-equilibrium geometry, from OMol25.

Geometry as XYZ:
```
9
Properties=species:S:1:pos:R:3:forces:R:3
C 0.655290 0.392241 1.539768 -0.60 -0.39 -0.40
C 1.382842 0.856741 2.545406 -1.61 -1.08 -1.47
C 1.075018 0.773223 0.154342 0.14 0.09 -0.02
C 0.181684 0.128091 -0.586857 0.22 0.18 -0.03
C -0.638786 -0.495297 0.488546 1.97 1.24 2.23
H 1.902343 1.418792 -0.076133 0.13 0.07 -0.27
H 0.042018 0.054466 -1.651051 0.01 0.03 -0.14
H -0.572284 -1.560416 0.659850 -0.04 -0.14 0.04
H -1.594971 -0.051729 0.719806 -0.22 0.00 0.06
```
Positions in Å, forces in eV/Å.

The value obtained for the HOMO energy is -9.12 eV. For the energy above the lowest of the compared OMol25 structures with the same formula, charge and spin, the calculation gives 292.4 kJ/mol. As for the molar mass: 64.09 g/mol. The multiplicity is 1. The value obtained for the largest force on an atom is 0.063 hartree/bohr.

=====

[4]
The following is a quantum chemistry calculation of a cluster of 14 separate species, C5H40N2O14 in total in a non-equilibrium geometry, from OMol25.

Geometry as XYZ:
```
61
Properties=species:S:1:pos:R:3:forces:R:3
C -1.143280 -1.307836 0.844921 -2.52 -2.99 -1.27
C -0.984765 -0.839828 -0.624669 0.35 0.99 -0.13
C 0.300583 -1.494531 -1.220016 -1.96 0.13 -0.92
C 1.593619 -1.174218 -0.542732 0.16 -1.05 -1.34
N 1.679923 0.293120 -0.510257 -1.12 -0.12 1.48
N -2.140886 -1.199594 -1.516845 -1.13 -0.57 2.25
C -2.447562 -0.384884 -2.652280 -1.55 -1.63 -0.99
O -2.681368 0.952396 -2.408839 0.16 2.53 1.33
H -0.897465 -2.479075 0.931305 -0.55 2.50 -0.12
H -0.480664 -0.793312 1.490538 0.52 0.50 0.70
H -2.255554 -1.167923 1.139810 2.13 -0.27 -0.10
H -0.902831 0.291110 -0.522787 0.00 -1.07 -0.43
H 0.011075 -2.537580 -1.142320 0.65 -0.30 -0.02
H 0.340806 -1.276739 -2.317483 0.11 0.11 0.65
H 2.401604 -1.656661 -1.208809 -0.83 0.99 1.25
H 1.578571 -1.677631 0.434142 0.41 0.41 -0.29
H 2.621278 0.553276 -0.383499 1.39 0.36 0.04
H 1.256767 0.591653 0.396310 0.36 -0.22 -0.90
H -3.031623 -1.260396 -0.896578 2.21 0.21 -1.52
H -1.711704 -0.407041 -3.479618 0.04 -0.21 0.58
H -3.427575 -0.809046 -3.101355 1.45 0.27 0.60
H -2.952042 1.119762 -1.474468 -0.05 -0.75 -0.88
H 4.763081 1.916264 1.996705 -1.33 -0.93 -1.48
H 3.634555 2.066590 0.880537 0.32 -0.45 0.70
O 4.172012 1.399513 1.357515 1.22 1.67 0.87
H -0.797133 -4.478158 -0.368748 0.07 0.36 -0.82
H -0.360470 -5.475269 0.579112 0.25 -0.68 0.73
O -0.048951 -5.063273 -0.219206 -0.26 0.24 0.10
H 3.277773 0.023384 2.096156 1.74 3.04 -0.21
H 3.377815 -1.407461 2.342127 1.03 -1.53 0.44
O 2.792767 -0.749182 2.039071 -2.21 -1.89 -0.01
H -3.671469 0.398460 1.034585 1.13 1.68 2.64
H -4.823441 0.337684 0.089035 -1.08 0.35 -0.13
O -3.964755 -0.006370 0.263996 -0.58 -1.59 -2.58
H 0.836436 1.130268 -2.687158 -0.19 -1.53 0.01
H 2.051710 1.621192 -3.632314 -1.68 -0.03 1.54
O 1.347493 1.869981 -2.952159 2.48 1.37 -2.25
H 0.448143 2.106624 -1.038765 -0.80 1.31 -0.36
H -1.000605 2.294169 -1.505872 -0.35 -0.02 -0.49
O -0.246057 2.822322 -1.218753 0.82 -1.34 0.74
H -2.010521 -3.991527 -2.715312 -0.55 0.41 -0.12
H -0.948456 -2.861526 -2.819114 -0.49 1.45 -0.09
O -1.085308 -3.777512 -2.693450 0.79 -2.18 0.03
H -1.012377 4.775169 1.055369 0.03 -1.75 -0.25
H -0.722848 3.452062 0.021099 -0.72 0.94 1.81
O -1.003695 3.777918 1.017140 0.15 0.89 -1.47
H 1.914283 3.547997 1.053137 3.06 4.15 -2.56
H 0.593827 3.087398 1.233655 -3.32 0.70 -0.25
O 1.463791 2.919150 1.471097 0.68 -4.84 3.13
H -2.341163 0.833185 2.776352 0.55 -0.66 1.14
H -2.331149 2.224476 2.123676 1.57 2.35 -0.27
O -2.786724 1.431092 2.200201 -2.12 -1.56 -0.66
H -2.360957 -0.674869 5.088738 1.26 0.23 -1.58
H -1.162252 -0.523068 3.979868 2.71 0.12 0.59
O -2.066881 -0.625531 4.140274 -3.62 -0.34 0.92
H 4.376466 1.225584 -2.210592 -0.51 0.39 1.33
H 5.019832 -0.025879 -2.812759 0.13 -0.54 0.32
O 4.714657 0.853218 -2.998431 0.29 0.16 -1.68
H 1.675821 -0.401005 3.410292 -1.20 0.34 0.10
H 0.750906 0.552513 2.827941 -0.45 3.24 -4.26
O 0.806935 0.059397 3.560485 0.96 -3.32 4.39
```
Positions in Å, forces in eV/Å.

The value obtained for the HOMO energy is -8.90 eV. For the energy above the lowest of the compared OMol25 structures with the same formula, charge and spin, the calculation gives 552.0 kJ/mol. As for the molar mass: 352.38 g/mol. The multiplicity is 1. The value obtained for the largest force on an atom is 0.113 hartree/bohr.